(1)
Molecular formula: C55H121N14O18
Method: DFT, wB97M-V/def2-TZVPD

```
208
Properties=species:S:1:pos:R:3:forces:R:3
C 1.185 0.716 -0.895 0.7 -0.7 0.6
C -0.221 0.130 -0.696 -3.0 2.1 -1.0
C -0.597 -0.971 -1.677 1.1 -2.3 0.4
C 0.161 -2.278 -1.403 0.3 0.3 0.9
C -0.146 -2.735 0.064 0.6 0.5 -0.6
C 0.071 -1.679 1.235 -1.2 -1.3 0.5
N -0.406 -0.318 0.765 2.6 6.2 4.6
O -0.466 0.693 1.685 -0.2 -6.7 -5.7
C 1.575 -1.664 1.596 1.1 1.5 -0.8
C -0.729 -2.070 2.503 -1.6 -0.4 -0.6
C -1.346 1.250 -0.976 0.6 -0.8 1.0
H 1.878 -0.113 -1.030 0.2 0.1 -0.1
H 1.555 1.296 -0.049 -0.3 0.0 0.1
H 1.262 1.360 -1.771 -0.5 -0.2 -0.1
H -0.375 -0.719 -2.714 -0.2 0.7 0.2
H -1.624 -1.328 -1.593 -0.4 0.9 0.0
H 1.224 -2.175 -1.621 0.1 0.0 0.3
H -0.195 -3.042 -2.094 -0.1 -0.1 0.2
H 0.534 -3.552 0.307 -0.2 -0.1 0.2
H -1.161 -3.130 0.003 -0.1 0.1 0.6
H 2.165 -1.534 0.689 0.0 -0.6 -0.2
H 1.916 -2.536 2.155 -0.6 -0.3 -0.3
H 1.961 -0.816 2.162 -0.8 0.2 0.5
H -1.806 -1.987 2.356 -0.3 1.0 -0.5
H -0.548 -1.552 3.445 0.7 -0.2 -0.3
H -0.816 -3.154 2.574 1.3 -0.2 0.4
H -2.315 0.759 -0.882 0.0 0.1 0.0
H -1.271 1.617 -1.999 0.3 0.0 0.2
H -1.292 2.052 -0.240 0.1 0.1 -0.3
O 5.234 -1.618 -4.792 0.0 -0.3 1.7
C 5.189 -1.343 -5.964 -0.6 0.3 1.1
N 6.033 -1.866 -6.824 1.2 -0.4 -3.3
C 4.129 -0.392 -6.446 0.2 0.1 -0.3
H 6.851 -2.436 -6.663 -0.5 0.1 0.8
H 5.898 -1.674 -7.807 0.0 0.1 0.2
H 3.952 0.271 -5.599 -0.3 0.0 -0.2
H 3.244 -0.979 -6.691 -0.1 0.2 0.0
H 4.441 0.181 -7.320 -0.1 0.0 0.0
O -4.932 4.421 -5.643 -0.4 0.3 -0.6
C -5.638 4.840 -4.744 -0.7 -2.4 -0.4
N -5.110 5.534 -3.740 0.1 1.1 1.5
C -7.122 4.391 -4.532 0.5 0.5 -0.1
H -5.599 5.613 -2.860 0.1 0.2 -0.2
H -4.124 5.749 -3.761 -0.2 -0.1 -0.1
H -7.336 4.372 -3.463 -0.1 0.1 0.0
H -7.356 3.408 -4.940 0.6 0.0 -0.1
H -7.831 5.062 -5.018 0.2 0.3 0.1
O 0.068 -11.969 1.134 0.5 0.7 -0.1
C 0.920 -11.311 0.535 -1.6 -3.0 0.4
N 1.071 -10.018 0.679 0.8 3.4 0.1
C 1.819 -12.005 -0.426 0.9 0.0 -1.1
H 0.633 -9.450 1.390 -0.4 -0.7 0.0
H 1.760 -9.498 0.154 0.0 -0.4 0.0
H 2.578 -11.361 -0.869 0.3 0.1 0.3
H 1.295 -12.365 -1.312 -0.5 -0.2 0.3
H 2.294 -12.858 0.058 -0.1 0.1 0.0
O 2.990 -5.676 8.616 -0.7 0.2 -0.2
C 1.933 -5.932 8.040 1.2 0.0 2.0
N 1.928 -6.388 6.811 0.0 -1.0 -3.0
C 0.607 -5.857 8.714 0.2 0.8 1.0
H 1.100 -6.649 6.295 0.1 0.1 0.4
H 2.809 -6.606 6.367 0.0 0.2 0.2
H 0.291 -4.815 8.681 -0.5 0.0 -0.4
H 0.841 -5.961 9.774 -0.3 -0.5 0.0
H -0.138 -6.566 8.354 0.0 0.2 0.1
O -2.413 -8.080 4.847 6.8 2.5 1.1
C -3.515 -8.384 4.760 -5.0 -1.3 -0.9
N -3.846 -9.472 4.032 -2.0 -0.7 -0.1
C -4.661 -7.565 5.330 -0.1 0.0 0.6
H -3.159 -10.119 3.671 -0.1 0.2 0.2
H -4.819 -9.734 4.098 0.3 -0.5 -0.4
H -4.907 -7.871 6.346 0.1 -0.4 0.0
H -5.583 -7.637 4.754 0.1 0.2 -0.1
H -4.318 -6.541 5.478 -0.1 0.0 -0.5
O -1.635 0.387 8.581 -1.6 1.1 -1.7
C -0.895 -0.019 9.428 2.2 0.0 -1.5
N -1.345 -0.649 10.475 -1.3 -1.8 3.0
C 0.592 0.206 9.290 -0.1 -0.1 0.3
H -0.820 -1.185 11.152 0.3 0.4 -0.3
H -2.347 -0.752 10.551 0.1 0.1 -0.1
H 0.716 1.155 9.813 0.6 0.0 0.0
H 0.869 0.304 8.240 -0.2 0.1 0.2
H 1.190 -0.590 9.733 0.1 0.2 0.2
O -6.782 -2.449 8.411 -0.7 0.4 -1.5
C -7.122 -2.096 7.265 -1.8 -2.7 3.0
N -6.407 -1.265 6.592 2.7 2.8 -1.7
C -8.383 -2.596 6.595 -0.4 0.2 0.2
H -6.482 -1.009 5.618 -0.4 -0.2 0.4
H -5.646 -0.862 7.120 0.2 0.0 -0.3
H -9.012 -3.053 7.358 0.3 -0.5 -0.3
H -8.127 -3.220 5.739 -0.1 -0.4 0.3
H -9.013 -1.809 6.180 0.3 0.4 0.0
O 0.226 5.854 -5.097 1.0 0.7 0.3
C 0.833 5.375 -6.053 -0.2 1.0 2.4
N 0.179 4.508 -6.765 -0.6 -2.5 -2.8
C 2.272 5.674 -6.398 -0.3 0.8 -0.3
H -0.784 4.291 -6.553 0.2 0.2 0.0
H 0.614 4.091 -7.575 -0.3 0.0 0.1
H 2.959 5.291 -5.644 -0.2 0.1 0.0
H 2.288 6.763 -6.435 0.4 0.1 0.3
H 2.597 5.367 -7.392 -0.2 -0.4 0.1
O 5.586 -6.141 1.202 0.1 -0.2 1.4
C 6.212 -5.236 0.678 0.0 -1.1 1.1
N 6.009 -5.142 -0.644 0.5 1.4 -1.3
C 7.225 -4.358 1.442 -1.3 0.0 0.0
H 5.341 -5.818 -0.985 0.1 0.3 -0.1
H 6.174 -4.282 -1.147 0.1 -0.3 -0.1
H 7.061 -3.316 1.165 0.7 0.1 -0.5
H 8.241 -4.746 1.381 -0.1 0.3 -0.5
H 6.975 -4.345 2.503 -0.2 -0.5 -0.1
O -3.810 5.768 7.641 -0.1 0.5 0.3
C -2.990 6.318 6.916 -2.5 1.6 1.5
N -2.223 5.543 6.188 1.7 -1.0 -1.8
C -2.959 7.861 6.804 0.7 -0.9 -0.3
H -2.578 4.598 6.173 0.4 -0.1 0.0
H -1.629 5.854 5.432 -0.2 0.1 0.2
H -3.002 8.157 5.756 -0.3 0.0 -0.1
H -1.999 8.244 7.149 -0.1 0.1 0.3
H -3.793 8.275 7.371 0.2 -0.1 -0.1
O -0.012 6.780 1.580 0.7 -2.0 1.9
C -0.075 7.552 0.680 0.6 2.1 -1.2
N -1.261 7.942 0.213 -1.6 0.6 -1.0
C 1.135 8.254 0.055 0.3 -0.3 0.9
H -1.380 8.639 -0.508 0.2 -0.2 0.2
H -2.091 7.560 0.644 0.2 0.0 -0.1
H 1.009 9.328 -0.080 -0.4 -0.1 -0.5
H 1.461 7.725 -0.841 0.0 0.3 -0.1
H 1.926 8.213 0.804 0.1 -0.4 -0.1
C 10.687 7.081 1.009 0.2 -0.6 -0.1
C 10.420 6.214 -0.250 -1.6 0.3 1.4
N 8.996 5.641 -0.171 0.7 0.8 -0.9
C 8.737 4.550 -1.133 1.0 -0.6 1.3
C 7.433 3.816 -0.893 -0.5 0.9 -0.9
C 7.945 6.698 -0.261 0.1 -0.5 -0.4
C 7.795 7.433 -1.643 0.2 0.0 0.7
H 10.474 6.522 1.920 -0.2 -0.2 -0.1
H 10.119 8.009 1.080 0.1 0.0 -0.3
H 11.758 7.279 1.056 0.0 0.4 -0.1
H 10.609 6.846 -1.118 -0.2 -0.1 -0.4
H 11.177 5.430 -0.224 -0.4 -0.4 -0.2
H 8.878 4.825 -2.178 -0.1 0.1 -0.2
H 9.443 3.754 -0.897 0.8 0.3 -0.2
H 6.631 4.449 -1.272 -0.5 -0.1 0.3
H 7.432 2.933 -1.532 0.0 -0.2 0.3
H 7.284 3.581 0.161 0.0 -0.1 -0.1
H 8.061 7.343 0.610 0.3 0.5 -0.4
H 7.007 6.195 -0.028 -0.1 -0.1 -0.2
H 8.691 7.995 -1.906 0.1 -0.2 0.0
H 6.989 8.166 -1.685 -0.1 0.0 0.5
H 7.551 6.752 -2.458 0.3 -0.3 0.1
C -2.000 -3.497 -9.576 0.1 -1.3 0.2
C -3.503 -3.467 -9.810 1.6 -0.2 -1.5
N -3.926 -2.110 -9.942 -2.1 0.6 1.0
C -5.238 -1.953 -10.671 1.0 0.2 0.0
C -5.360 -0.619 -11.448 0.6 -0.4 -0.1
C -3.961 -1.427 -8.643 -0.8 1.1 -0.2
C -4.843 -1.972 -7.524 0.1 -0.3 0.0
H -1.400 -2.921 -10.280 -0.3 0.3 0.2
H -1.750 -4.543 -9.750 0.4 -0.1 0.1
H -1.751 -3.304 -8.533 0.2 0.3 -0.1
H -3.636 -3.907 -10.798 -0.2 -0.3 0.0
H -3.925 -4.175 -9.097 -0.8 0.4 0.4
H -5.251 -2.806 -11.349 -0.1 0.3 -0.3
H -6.134 -2.085 -10.065 0.0 0.0 0.5
H -4.406 -0.342 -11.897 0.2 -0.3 -0.1
H -6.063 -0.747 -12.271 -0.2 0.1 0.1
H -5.632 0.271 -10.880 -0.3 -0.3 0.3
H -4.402 -0.459 -8.878 0.4 0.4 0.1
H -2.979 -1.263 -8.200 0.3 0.0 -0.5
H -5.858 -2.155 -7.875 0.0 -0.3 0.1
H -4.922 -1.230 -6.730 0.1 0.1 0.0
H -4.386 -2.851 -7.069 -0.3 -0.3 -0.1
O -6.623 5.941 1.365 -0.8 0.5 0.6
C -7.556 6.544 1.874 5.0 -1.0 1.2
O -8.653 6.717 1.268 -1.6 -1.0 -3.2
C -9.594 7.338 2.030 -2.9 0.8 0.1
C -8.890 7.924 3.166 0.2 1.4 2.2
C -7.568 7.232 3.255 0.2 -0.6 -1.1
H -10.368 6.652 2.373 0.0 -0.3 -0.3
H -10.068 8.124 1.442 -0.2 -0.2 -0.2
H -9.438 7.750 4.092 -0.2 0.7 -0.1
H -8.709 8.974 2.938 -0.2 0.1 0.6
H -7.515 6.466 4.028 0.2 0.2 0.0
H -6.773 7.974 3.325 0.3 -0.6 0.1
O 6.726 1.353 4.764 -1.5 3.4 1.3
C 6.226 2.435 5.139 2.0 -2.9 -2.2
O 4.894 2.573 5.248 -0.7 -0.5 0.4
C 4.561 3.892 5.713 0.1 0.5 -1.7
C 5.817 4.356 6.302 2.1 2.4 2.2
C 6.913 3.792 5.413 -1.3 -1.8 0.3
H 3.607 3.984 6.232 0.4 -0.6 0.3
H 4.491 4.534 4.835 -0.7 -0.1 -0.5
H 5.986 4.137 7.356 -0.2 -0.6 0.0
H 5.941 5.439 6.268 -0.5 0.2 0.1
H 7.902 3.621 5.837 -0.2 0.3 -0.1
H 6.919 4.382 4.496 0.4 -0.2 -0.2
O -1.180 -9.478 -7.083 -2.0 1.1 4.1
C -1.657 -9.240 -5.940 1.4 -0.6 -3.9
O -2.715 -8.433 -5.710 0.0 0.6 -1.2
C -3.054 -8.301 -4.321 0.5 -0.6 -0.3
C -1.798 -8.851 -3.619 -0.6 -0.4 0.9
C -1.199 -9.797 -4.642 0.5 -0.2 0.1
H -3.974 -8.871 -4.200 0.1 -0.2 0.4
H -3.284 -7.265 -4.074 0.2 0.0 -0.3
H -2.060 -9.393 -2.710 0.0 0.2 0.1
H -1.132 -8.033 -3.345 0.1 -0.1 -0.2
H -1.609 -10.806 -4.593 -0.2 -0.1 0.2
H -0.116 -9.920 -4.625 -0.1 0.2 0.0
```
Forces are in eV/Å.

Results
Charge: +1
Orbital gap: 2.68 eV
HOMO energy: -9.73 eV

(2)
Molecular formula: C4H13FeO9P
Method: DFT, wB97M-V/def2-TZVPD

```
28
Properties=species:S:1:pos:R:3:forces:R:3
Fe -0.214 0.856 0.303 -1.1 -0.1 0.7
O -2.181 0.897 0.297 -0.3 -0.3 -1.2
H -2.582 0.787 1.153 0.2 0.1 0.5
P 1.657 1.517 2.024 -0.8 0.5 3.9
O 1.732 0.908 0.593 1.7 -1.0 -2.2
O 2.093 0.560 3.163 1.4 0.2 -1.1
O 0.109 1.490 2.164 -1.7 0.8 0.3
O 2.180 2.968 2.113 0.4 -0.7 -0.8
C -0.233 2.847 -1.895 0.7 0.5 -0.8
C 0.316 1.604 -2.616 -0.3 -0.3 -0.3
O -0.143 0.418 -1.951 0.3 0.5 -0.4
O 0.007 2.877 -0.514 -0.5 0.6 -0.7
H -1.286 2.975 -2.151 -0.3 -0.4 0.7
H 0.231 3.732 -2.357 0.2 -0.1 -0.2
H 1.405 1.644 -2.729 0.1 -0.2 0.6
H -0.065 1.536 -3.645 -0.2 0.5 0.0
H -0.043 -0.326 -2.554 0.1 0.0 0.2
H 0.841 3.331 -0.306 0.0 -0.5 0.4
C -0.186 -2.687 0.232 1.1 0.4 0.1
C -0.358 -3.733 1.329 -1.4 -0.2 -0.9
O -1.575 -3.578 2.048 0.1 -0.2 0.7
O 0.034 -1.374 0.686 0.3 -1.2 0.3
H -1.016 -2.654 -0.476 -0.4 -0.1 0.4
H 0.670 -3.026 -0.378 0.1 0.0 0.0
H 0.424 -3.786 2.081 0.2 0.4 -0.2
H -0.393 -4.691 0.783 0.2 -0.2 0.2
H -2.332 -3.734 1.482 0.1 0.2 -0.3
H 0.909 -1.359 1.117 -0.2 0.8 0.1
```
Forces are in eV/Å.

Results
Charge: -2
Energy above the lowest of the compared OMol25 structures with the same formula, charge and spin: 21.1 kcal/mol
Spin multiplicity: 5
<S²>: 6.016
Orbital gap (spin up / spin down): 3.55 / 3.33 eV
HOMO energy (spin up / spin down): 1.29 / 1.50 eV

Which maximum force belongs to each record? In order, 8.83, 4.05 eV Å⁻¹.